1.
A cluster of 2 separate species, CH3N3O in total. Source: the Open Molecules 2025 dataset; level of theory: ωB97M-V/def2-TZVPD.

Calculated values
- orbital gap (spin up / spin down) (Ha) = 0.3113 / 0.3113
- HOMO level (spin up / spin down) (hartree) = -0.3279 / -0.3278
- SMILES = N=C=N.N=O
- molecular weight (g mol⁻¹) = 73.06

Structure (XYZ):
```
8
CH3N3O, DFT ωB97M-V/def2-TZVPD
C -1.11982 0.15560 -0.14385
N -0.43592 0.21746 -1.11865
N -2.08697 -0.16346 0.47390
N 1.81617 -0.46700 0.70510
O 1.44639 0.30863 -0.19460
H 0.04736 1.00749 -1.55617
H -2.40509 -0.30605 1.39156
H 2.73788 -0.75267 0.44271
```

2.
The molecule CH2N2S4. Source: the Open Molecules 2025 dataset; level of theory: ωB97M-V/def2-TZVPD.

Calculated values
- orbital gap (Ha) = 0.2708
- HOMO level (hartree) = -0.3137
- molecular weight (g mol⁻¹) = 170.31

Structure (XYZ):
```
9
CH2N2S4, DFT ωB97M-V/def2-TZVPD
C -1.37450 -0.64909 -1.05335
N -0.20904 0.05432 -0.96660
N 0.96909 1.05737 1.18092
S -1.75950 -1.68570 -2.23972
S -2.27395 -0.18671 0.36303
S -0.31574 1.15596 0.34167
S 1.99348 -0.20294 1.49700
H 0.46633 0.08999 -1.71965
H 2.50385 0.36681 2.59670
```

3.
A structure of composition C5H2O. Source: the Open Molecules 2025 dataset; level of theory: ωB97M-V/def2-TZVPD.

Calculated values
- orbital gap (Ha) = 0.3039
- HOMO level (hartree) = -0.3283
- molecular weight (g mol⁻¹) = 78.07

Structure (XYZ):
```
8
C5H2O, DFT ωB97M-V/def2-TZVPD
C -1.43716 -0.40055 0.85778
C -1.47879 0.82887 0.11307
C 1.42711 0.71534 0.03415
C -0.92162 -1.04827 -0.21662
C -0.24724 0.24496 -0.28015
O 2.26245 -0.13864 0.05596
H 1.51386 1.78484 0.07988
H -1.11862 -1.98656 -0.64406
```

4.
A structure of composition C30H24IN5Zr. Source: the Open Molecules 2025 dataset; level of theory: ωB97M-V/def2-TZVPD.

Calculated values
- orbital gap (Ha) = 0.2465
- HOMO level (hartree) = -0.4906
- charge = +2
- molecular weight (g mol⁻¹) = 672.69

Structure (XYZ):
```
61
C30H24IN5Zr, DFT ωB97M-V/def2-TZVPD
Zr 0.14553 0.46744 -1.54376
C 4.42693 -1.00946 3.96034
C 3.37193 -0.46646 3.05404
C 2.16233 0.04294 3.52094
C 1.20543 0.50664 2.64464
C 1.36813 0.44614 1.25034
N 0.38053 0.88314 0.37854
C -0.90657 1.26244 0.80774
C -1.65217 0.49414 1.71654
C -2.85417 0.94074 2.22794
C -3.38447 2.17004 1.84484
C -4.63097 2.71734 2.44834
C -2.71907 2.88534 0.85404
C -1.51177 2.45164 0.31244
N -0.94697 3.21484 -0.74676
C -1.16667 4.51764 -1.00916
C -0.53497 4.82844 -2.19526
C 0.05633 3.64024 -2.60826
N -0.20457 2.65874 -1.73526
C 2.63313 0.00214 0.77444
C 3.59903 -0.42826 1.68794
N 2.99553 0.01734 -0.59726
C 4.14063 -0.44806 -1.13166
C 4.13133 -0.17696 -2.49046
C 2.92343 0.46464 -2.72056
N 2.24533 0.59114 -1.56176
H 4.13123 -0.94676 5.00274
H 4.62513 -2.05376 3.71784
H 5.35963 -0.46156 3.83174
H 1.96913 0.09654 4.58014
H 0.30313 0.94714 3.03814
H -1.24677 -0.45516 2.04584
H -3.37447 0.34294 2.96014
H -5.00717 2.07294 3.23554
H -4.43987 3.70124 2.87294
H -5.40417 2.83324 1.69154
H -3.16987 3.79684 0.49254
H -1.72817 5.16104 -0.36136
H -0.50357 5.77904 -2.68596
H 0.65513 3.46464 -3.48766
H 4.57813 -0.72776 1.35104
H 4.89623 -0.95606 -0.57136
H 4.89933 -0.41636 -3.19636
H 2.53173 0.87274 -3.64556
I -2.72967 0.32704 -2.25526
C -2.59947 -1.84066 -1.88256
C -3.78577 -2.51066 -1.85046
C -3.77297 -3.90526 -1.69406
C -2.57957 -4.56856 -1.65476
C -1.35437 -3.87186 -1.70606
C -0.13347 -4.57736 -1.70666
C 1.05323 -3.90506 -1.73766
C 1.07143 -2.49846 -1.71366
C -0.08377 -1.72206 -1.72026
C -1.32527 -2.43856 -1.76436
H -4.72797 -1.99576 -1.95386
H -4.70937 -4.43366 -1.63006
H -2.55377 -5.64466 -1.58516
H -0.16127 -5.65566 -1.68756
H 1.98483 -4.44666 -1.76696
H 2.05933 -2.03726 -1.70576
```

| no. | maximum force (eV/A) |
| --- | --- |
| 1 | 4.8 |
| 2 | 1.4 |
| 3 | 4.4 |
| 4 | 1.5 |